Entry 1:
{
  "formula": "C45H23ClCrF15GeN4OS4",
  "method": "ωB97M-V with the def2-TZVPD basis set",
  "species": ["Cr", "C", "C", "N", "C", "C", "C", "S", "N", "C", "O", "C", "C", "C", "C", "C", "C", "H", "H", "H", "H", "H", "H", "H", "H", "H", "H", "H", "H", "H", "H", "H", "S", "C", "C", "C", "C", "N", "C", "C", "C", "S", "C", "N", "H", "H", "Cl", "C", "C", "C", "C", "C", "C", "C", "H", "H", "H", "H", "H", "H", "F", "C", "C", "C", "F", "C", "F", "C", "F", "C", "F", "Ge", "S", "C", "C", "F", "C", "F", "C", "F", "C", "F", "C", "F", "C", "C", "F", "C", "F", "C", "F", "C", "F", "C", "F"],
  "xyz": [[-0.76, -0.77, 0.47], [3.34, -5.75, 0.35], [3.54, -4.45, -0.43], [3.13, -3.28, 0.35], [4.21, -2.37, 0.72], [4.57, -1.46, -0.45], [1.82, -2.91, 0.39], [1.38, -1.58, 1.37], [1.03, -3.75, -0.30], [-0.19, -3.47, -0.75], [-0.83, -2.40, -0.71], [-0.88, -4.61, -1.46], [-0.31, -5.88, -1.51], [-0.98, -6.91, -2.16], [-2.21, -6.68, -2.76], [-2.77, -5.41, -2.71], [-2.11, -4.38, -2.06], [3.68, -6.61, -0.23], [2.28, -5.87, 0.58], [3.90, -5.72, 1.29], [2.99, -4.49, -1.36], [4.60, -4.32, -0.67], [5.07, -2.99, 1.02], [3.91, -1.79, 1.59], [4.84, -2.05, -1.33], [5.43, -0.83, -0.20], [3.72, -0.83, -0.70], [0.65, -6.04, -1.05], [-0.54, -7.90, -2.19], [-2.74, -7.48, -3.26], [-3.73, -5.22, -3.17], [-2.53, -3.38, -2.00], [-2.72, -0.11, -0.53], [-3.33, 1.13, 0.53], [-4.63, 1.61, 0.38], [-5.16, 2.57, 1.23], [-6.51, 3.02, 1.04], [-7.59, 3.38, 0.87], [-4.36, 3.08, 2.27], [-3.06, 2.63, 2.41], [-2.52, 1.66, 1.56], [-0.88, 1.13, 1.79], [-4.88, 4.04, 3.20], [-5.30, 4.80, 3.96], [-5.25, 1.21, -0.42], [-2.44, 3.01, 3.22], [-3.94, -3.52, 0.58], [-4.16, -2.25, 1.76], [-5.47, -1.89, 2.07], [-5.71, -0.92, 3.02], [-4.63, -0.34, 3.68], [-3.34, -0.71, 3.36], [-3.05, -1.65, 2.36], [-1.65, -1.96, 1.99], [-6.28, -2.38, 1.54], [-6.73, -0.62, 3.25], [-4.80, 0.42, 4.44], [-2.50, -0.23, 3.85], [-1.56, -2.99, 1.64], [-0.98, -1.81, 2.84], [1.14, 1.61, -4.33], [1.68, 2.79, -4.03], [1.91, 3.18, -2.72], [2.48, 4.43, -2.56], [2.76, 4.89, -1.33], [2.81, 5.26, -3.61], [3.37, 6.46, -3.40], [2.58, 4.83, -4.90], [2.89, 5.61, -5.94], [2.01, 3.59, -5.11], [1.77, 3.18, -6.36], [1.46, 2.11, -1.07], [0.70, 0.18, -1.51], [3.20, 2.06, -0.08], [4.43, 2.20, -0.70], [4.53, 2.44, -2.02], [5.64, 2.08, -0.03], [6.80, 2.22, -0.68], [5.64, 1.78, 1.32], [6.80, 1.64, 1.98], [4.44, 1.61, 1.97], [4.43, 1.31, 3.28], [3.25, 1.75, 1.27], [2.13, 1.58, 1.97], [0.28, 3.45, -0.22], [-0.97, 3.63, -0.79], [-1.33, 2.92, -1.87], [-1.89, 4.55, -0.31], [-3.09, 4.69, -0.89], [-1.56, 5.33, 0.77], [-2.43, 6.22, 1.26], [-0.31, 5.20, 1.35], [0.03, 5.97, 2.39], [0.59, 4.28, 0.84], [1.79, 4.22, 1.44]],
  "e_homo_ev": [-2.550, -2.498],
  "spin_multiplicity": 2,
  "charge": -2,
  "e_above_lowest_ev": 0.0000,
  "s_squared": 0.77,
  "gap_ha": [0.2315, 0.2296],
  "total_energy_ha": -8695.3702
}

Entry 2:
{
  "formula": "C6H13BrO",
  "method": "ωB97M-V with the def2-TZVPD basis set",
  "species": ["C", "C", "C", "C", "C", "C", "O", "Br", "H", "H", "H", "H", "H", "H", "H", "H", "H", "H", "H", "H", "H"],
  "xyz": [[2.04, 1.93, -0.46], [-2.38, -1.20, 0.32], [-0.32, -1.22, -1.11], [-0.29, -0.31, 1.22], [2.42, 0.92, 0.57], [-1.08, -0.44, -0.03], [-1.39, 0.83, -0.59], [3.41, -0.59, 0.08], [0.96, 2.06, -0.50], [2.47, 2.90, -0.21], [2.38, 1.63, -1.45], [-2.15, -2.20, 0.66], [-2.92, -0.68, 1.10], [-3.02, -1.26, -0.57], [-0.95, -1.32, -1.99], [-0.04, -2.20, -0.75], [0.58, -0.68, -1.39], [0.25, -1.15, 1.59], [-0.47, 0.51, 1.88], [2.51, 1.19, 1.60], [-1.99, 1.28, 0.02]],
  "e_homo_ev": [-7.734, -8.125],
  "charge": 0,
  "e_above_lowest_ev": 3.7327,
  "gap_ha": [0.3016, 0.3181],
  "total_energy_ha": -2885.5353
}

Entry 3:
{
  "formula": "C4H5N3O",
  "method": "ωB97M-V with the def2-TZVPD basis set",
  "species": ["N", "C", "C", "N", "C", "N", "C", "O", "H", "H", "H", "H", "H"],
  "xyz": [[-0.42, -0.81, -2.87], [-0.42, -0.37, -1.79], [-0.44, 0.43, -0.52], [-1.42, 1.40, -0.45], [0.26, -0.09, 0.50], [0.13, 0.25, 1.85], [1.21, -1.22, 0.18], [1.56, -2.00, 1.06], [-2.19, 1.25, -1.11], [-1.01, 2.31, -0.68], [1.02, 0.61, 2.21], [0.00, -0.60, 2.40], [1.73, -1.17, -0.79]],
  "e_homo_ev": -9.830,
  "charge": 0,
  "smiles": "N#C/C(N)=C(/N)C=O",
  "e_above_lowest_ev": 2.5280,
  "gap_ha": 0.3443,
  "total_energy_ha": -394.8747
}

Entry 4:
{
  "formula": "C18H36N3O3S",
  "method": "ωB97M-V with the def2-TZVPD basis set",
  "species": ["C", "O", "C", "C", "C", "C", "C", "C", "C", "C", "C", "S", "O", "N", "O", "H", "H", "H", "H", "H", "H", "H", "H", "H", "H", "H", "H", "H", "H", "H", "H", "H", "H", "H", "H", "H", "H", "C", "C", "C", "C", "N", "H", "H", "H", "H", "H", "H", "H", "C", "C", "C", "C", "N", "H", "H", "H", "H", "H", "H", "H"],
  "xyz": [[6.30, 3.61, 0.93], [6.85, 2.63, 0.07], [6.84, 1.30, 0.56], [5.98, 0.43, -0.36], [5.63, -0.92, 0.25], [4.46, -0.87, 1.22], [3.08, -0.97, 0.56], [2.49, 0.38, 0.12], [0.95, 0.40, 0.31], [0.47, 1.37, 1.38], [0.77, 2.85, 1.10], [0.16, 3.47, -0.48], [1.35, 3.31, -1.60], [1.06, 2.16, -2.51], [1.98, 1.92, -3.13], [7.08, 4.34, 1.17], [5.53, 4.16, 0.40], [5.91, 3.21, 1.86], [6.55, 1.22, 1.61], [7.86, 0.93, 0.50], [6.56, 0.28, -1.26], [5.09, 1.00, -0.60], [6.49, -1.31, 0.79], [5.45, -1.63, -0.56], [4.50, 0.01, 1.85], [4.55, -1.73, 1.87], [2.41, -1.42, 1.28], [3.08, -1.64, -0.29], [2.90, 1.21, 0.68], [2.66, 0.53, -0.94], [0.58, -0.58, 0.59], [0.45, 0.62, -0.63], [-0.59, 1.26, 1.56], [0.96, 1.14, 2.32], [0.35, 3.51, 1.83], [1.85, 3.00, 1.12], [-0.79, 2.55, -0.82], [-2.67, 0.93, -2.07], [-3.90, 0.06, -1.86], [-4.25, -0.10, -0.38], [-3.13, -0.73, 0.33], [-2.26, -1.21, 0.90], [-1.79, 0.48, -1.61], [-2.46, 1.06, -3.13], [-2.83, 1.93, -1.63], [-3.74, -0.91, -2.31], [-4.75, 0.51, -2.37], [-5.15, -0.71, -0.28], [-4.45, 0.87, 0.08], [-7.57, -2.99, 1.31], [-7.61, -4.27, 0.49], [-6.60, -4.28, -0.66], [-6.87, -3.18, -1.59], [-7.09, -2.33, -2.32], [-7.83, -2.12, 0.71], [-8.28, -3.04, 2.14], [-6.57, -2.82, 1.73], [-8.61, -4.42, 0.09], [-7.40, -5.12, 1.14], [-6.65, -5.22, -1.21], [-5.58, -4.17, -0.28]],
  "e_homo_ev": -11.541,
  "charge": 1,
  "e_above_lowest_ev": 2.7616,
  "gap_ha": 0.2491,
  "total_energy_ha": -1495.1832
}

Entry 5:
{
  "formula": "C22H35BBrCaCl5CsFMgN4O14S",
  "method": "ωB97M-V with the def2-TZVPD basis set",
  "species": ["C", "C", "O", "B", "O", "C", "Br", "O", "C", "O", "O", "C", "C", "C", "C", "C", "C", "C", "C", "S", "C", "N", "N", "C", "O", "C", "N", "C", "H", "H", "H", "H", "H", "H", "H", "H", "H", "H", "H", "H", "H", "H", "H", "H", "H", "H", "H", "H", "H", "H", "H", "H", "H", "H", "H", "Mg", "C", "Cl", "Cl", "Cl", "H", "C", "O", "O", "O", "H", "F", "Cs", "Cl", "O", "Cl", "O", "O", "O", "N", "C", "C", "C", "C", "H", "H", "H", "H", "H", "Ca", "O", "H"],
  "xyz": [[-6.95, 0.36, 0.95], [-6.21, -1.12, 1.17], [-5.21, -1.07, 2.28], [-4.35, -2.30, 2.18], [-4.75, -3.41, 3.10], [-3.13, -2.40, 1.09], [-3.69, -3.40, -0.59], [-2.56, -1.18, 0.50], [-1.50, -1.75, -0.39], [-1.06, -1.12, -1.48], [-1.11, -3.10, 0.11], [-1.72, -3.15, 1.48], [-0.58, -2.35, 2.35], [0.93, -2.96, 1.96], [1.82, -1.94, 1.04], [2.14, -2.50, -0.49], [2.50, -1.18, -1.40], [1.93, -1.23, -2.94], [1.30, 0.17, -3.49], [2.50, 1.61, -3.58], [1.79, 2.88, -2.34], [0.32, 3.36, -2.36], [0.16, 4.25, -1.28], [1.52, 4.32, -0.61], [2.58, 3.47, -1.26], [-1.82, -4.76, 1.86], [-1.63, -4.96, 3.36], [-1.39, -6.42, 3.70], [-7.00, 0.59, -0.22], [-6.37, 1.24, 1.45], [-8.05, 0.24, 1.34], [-7.00, -1.99, 1.32], [-5.68, -1.34, 0.12], [-5.61, -3.79, 2.69], [-0.53, -1.20, 2.17], [-0.71, -2.49, 3.53], [1.50, -3.03, 3.01], [0.89, -4.06, 1.56], [2.87, -1.79, 1.58], [1.30, -0.89, 1.04], [3.09, -3.21, -0.37], [1.29, -3.18, -0.93], [2.08, -0.20, -0.88], [3.67, -1.12, -1.46], [2.83, -1.53, -3.64], [1.07, -2.05, -3.02], [0.35, 0.55, -2.90], [0.92, -0.01, -4.61], [1.81, 4.94, 0.36], [-0.96, -5.28, 1.21], [-2.85, -5.24, 1.55], [-2.45, -4.56, 3.90], [-1.18, -6.52, 4.85], [-2.35, -7.06, 3.40], [-0.45, -6.88, 3.12], [-8.76, 1.95, 1.44], [5.49, 3.91, -5.52], [4.67, 3.30, -6.97], [4.68, 3.34, -4.06], [7.20, 3.42, -5.52], [5.45, 5.00, -5.54], [2.61, -5.89, 3.78], [2.36, -5.86, 2.56], [1.54, -5.56, 4.49], [3.66, -6.17, 4.41], [1.01, -5.44, 3.68], [0.80, 4.61, 1.46], [2.93, -4.80, 0.81], [2.37, 5.79, -2.01], [3.17, -1.59, 3.94], [2.41, -0.38, 4.20], [2.75, 0.14, 5.51], [0.99, -0.69, 4.17], [2.71, 0.61, 3.19], [-0.01, 8.55, -4.21], [-0.65, 9.74, -4.01], [-0.21, 10.26, -2.81], [0.73, 9.34, -2.28], [0.83, 8.30, -3.17], [-0.15, 7.94, -5.02], [-1.36, 10.13, -4.73], [-0.53, 11.19, -2.37], [1.27, 9.44, -1.35], [1.43, 7.40, -3.14], [3.96, 0.68, 6.76], [0.94, 1.39, -6.80], [1.35, 1.68, -6.00]],
  "e_homo_ev": -5.783,
  "charge": 0,
  "gap_ha": 0.0382,
  "total_energy_ha": -8426.1865
}

Entry 6:
{
  "formula": "C3HClN2O2",
  "method": "ωB97M-V with the def2-TZVPD basis set",
  "species": ["O", "C", "C", "N", "O", "C", "Cl", "N", "H"],
  "xyz": [[0.08, -0.22, -2.83], [0.21, -0.18, -1.66], [1.46, -0.85, -0.96], [1.51, -1.13, 0.33], [0.53, -0.53, 1.06], [-0.37, 0.25, 0.50], [-1.22, 1.04, 1.86], [-0.68, 0.32, -0.76], [2.17, -1.36, -1.68]],
  "e_homo_ev": -10.536,
  "charge": 0,
  "smiles": "O=c1cnoc(Cl)n1",
  "e_above_lowest_ev": 1.6640,
  "gap_ha": 0.3750,
  "total_energy_ha": -835.0184
}